Run i
{"formula": "C5H4O3", "method": "ωB97M-V/def2-TZVPD", "lumo_ev": -0.36, "total_charge": 0, "multiplicity": 1, "symbols": ["O", "C", "O", "C", "C", "C", "C", "O", "H", "H", "H", "H"], "positions_angstrom": [[0.078, -0.307, -2.753], [0.179, -0.225, -1.466], [-0.263, -1.508, -0.989], [-0.638, -1.636, 0.408], [-0.386, -0.640, 1.233], [-0.060, 0.676, 0.819], [0.414, 0.972, -0.485], [0.702, 2.098, -0.950], [-0.896, -2.577, 0.678], [-0.763, -0.864, 2.254], [0.091, 1.357, 1.644], [1.543, 2.655, -0.392]], "mulliken_charge": [-0.598, 0.540, -0.305, -0.280, -0.357, -0.308, 0.320, -0.535, 0.470, 0.290, 0.332, 0.430]}

---

Run ii
{"formula": "C5H4O3", "method": "ωB97M-V/def2-TZVPD", "lumo_ev": 0.81, "total_charge": 0, "multiplicity": 1, "symbols": ["O", "C", "O", "C", "C", "C", "O", "C", "H", "H", "H", "H"], "positions_angstrom": [[2.777, 0.062, -0.181], [1.639, -0.057, 0.020], [0.793, -1.140, -0.199], [-0.599, -1.201, 0.138], [-1.444, -0.196, -0.019], [-0.431, 0.883, -0.433], [0.075, 2.172, -0.017], [0.563, 0.792, 0.537], [-0.690, -2.264, 0.422], [-2.428, -0.413, -0.269], [-0.603, 0.714, -1.547], [0.347, 0.650, 1.547]], "mulliken_charge": [-0.462, 0.502, -0.357, -0.125, -0.704, 0.340, -0.481, -0.139, 0.415, 0.367, 0.296, 0.351]}

---

In terms of stability, run i leads; the second structure lies 0.0942 hartree higher.

---

Run i
{"formula": "C3H5N3OS", "method": "ωB97M-V/def2-TZVPD", "lumo_ev": 0.72, "total_charge": 0, "multiplicity": 1, "symbols": ["N", "C", "N", "N", "S", "C", "C", "O", "H", "H", "H", "H", "H"], "positions_angstrom": [[1.010, -1.238, -1.512], [0.393, -0.350, -0.599], [0.694, 0.932, -0.431], [-0.178, 1.361, 0.498], [-0.184, 2.978, 1.002], [-1.046, 0.372, 0.939], [-0.700, -0.743, 0.221], [-1.227, -1.979, 0.263], [1.922, -1.512, -1.162], [1.136, -0.792, -2.443], [0.752, 2.884, 1.989], [-1.806, 0.552, 1.658], [-0.766, -2.465, -0.424]], "mulliken_charge": [-0.573, 0.479, -0.748, 0.438, -0.159, -0.990, 0.644, -0.580, 0.264, 0.299, 0.138, 0.478, 0.310]}

---

Run ii
{"formula": "C3H5N3OS", "method": "ωB97M-V/def2-TZVPD", "lumo_ev": 0.59, "total_charge": 0, "multiplicity": 1, "symbols": ["N", "C", "C", "N", "C", "S", "N", "O", "H", "H", "H", "H", "H"], "positions_angstrom": [[-2.741, -0.545, -0.036], [-1.465, 0.136, -0.029], [-1.221, 1.476, 0.018], [0.147, 1.556, -0.079], [0.785, 0.367, -0.100], [2.396, -0.116, 0.071], [-0.254, -0.509, -0.103], [-0.111, -1.828, -0.023], [-3.192, -0.086, 0.948], [-2.573, -1.576, 0.047], [-1.913, 2.251, 0.083], [0.722, 2.427, 0.116], [0.848, -1.933, 0.043]], "mulliken_charge": [-0.619, 0.429, -0.731, -0.092, 0.008, -0.500, 0.228, -0.392, 0.311, 0.328, 0.447, 0.293, 0.290]}

---

In terms of stability, run i leads; the second structure lies 0.0325 hartree higher.

---

Run i
{"formula": "C3H7N3O4", "method": "ωB97M-V/def2-TZVPD", "lumo_ev": -1.80, "total_charge": 0, "multiplicity": 1, "symbols": ["C", "C", "C", "H", "H", "H", "H", "H", "H", "H", "N", "N", "N", "O", "O", "O", "O"], "positions_angstrom": [[1.111, -0.994, 0.339], [-0.007, -1.095, -0.726], [1.015, 0.645, 0.658], [1.703, -1.374, -2.004], [2.571, 0.073, -0.532], [0.872, -1.527, 1.298], [-0.215, -2.258, -0.659], [0.151, -0.721, -1.759], [-2.323, -2.339, 0.272], [-0.712, 0.103, 1.691], [2.300, -1.253, -0.618], [-1.393, -0.442, -0.323], [-1.587, 0.870, -0.568], [-1.979, -1.027, 0.810], [-0.952, 1.573, -1.305], [-0.059, 0.687, 1.578], [1.742, 1.577, 0.246]], "mulliken_charge": [0.273, -0.880, 0.389, 0.373, 0.430, 0.350, 0.160, 0.469, 0.421, 0.398, -0.781, 0.423, -0.045, -0.568, -0.384, -0.478, -0.553]}

---

Run ii
{"formula": "C3H7N3O4", "method": "ωB97M-V/def2-TZVPD", "lumo_ev": 0.35, "total_charge": 0, "multiplicity": 1, "symbols": ["N", "C", "C", "N", "O", "N", "O", "C", "O", "O", "H", "H", "H", "H", "H", "H", "H"], "positions_angstrom": [[-0.873, 1.653, -0.496], [-0.590, 0.230, -0.302], [0.503, 0.058, 0.779], [1.760, -0.129, 0.097], [2.770, 0.779, 0.271], [2.139, -1.247, -0.423], [1.229, -2.089, -0.420], [-1.837, -0.572, 0.036], [-2.943, -0.084, 0.079], [-1.623, -1.870, 0.253], [-1.546, 1.944, 0.215], [-1.395, 1.776, -1.392], [-0.220, -0.215, -1.237], [0.574, 1.003, 1.284], [0.274, -0.732, 1.485], [2.459, 1.629, -0.280], [-0.681, -2.135, 0.050]], "mulliken_charge": [-0.722, 0.370, -1.268, 0.719, -0.533, -0.201, -0.436, 0.432, -0.587, -0.520, 0.299, 0.287, 0.417, 0.433, 0.478, 0.389, 0.442]}

---

In terms of stability, run ii leads; the second structure lies 0.3401 hartree higher.

---

Run i
{"formula": "C9H12NO", "method": "ωB97M-V/def2-TZVPD", "lumo_ev": -4.02, "total_charge": 1, "multiplicity": 1, "symbols": ["C", "C", "C", "N", "C", "C", "C", "C", "C", "C", "O", "H", "H", "H", "H", "H", "H", "H", "H", "H", "H", "H", "H"], "positions_angstrom": [[2.312, 0.436, 0.867], [1.144, 0.722, 0.701], [-0.226, 1.135, 0.713], [-1.000, 0.214, -0.627], [-0.097, -0.501, -1.472], [0.451, -0.095, -2.759], [-0.282, -1.378, -2.727], [0.503, -1.803, -1.502], [-0.955, 0.524, 1.983], [-0.448, 0.844, 3.374], [-1.880, -0.244, 1.844], [3.296, 0.069, 0.939], [-0.473, 2.142, 0.565], [-1.423, 0.928, -1.223], [-1.816, -0.392, -0.227], [1.461, -0.215, -3.097], [-0.097, 0.533, -3.458], [-1.353, -1.613, -2.848], [0.011, -2.481, -0.824], [1.573, -1.875, -1.373], [-0.833, 0.400, 4.265], [-0.556, 1.839, 3.596], [0.686, 0.812, 3.290]], "mulliken_charge": [0.222, -0.931, 0.118, -0.214, -0.135, -0.396, -0.333, -0.434, 0.826, -1.213, -0.522, 0.456, 0.412, 0.411, 0.491, 0.190, 0.284, 0.251, 0.251, 0.205, 0.378, 0.418, 0.265]}

---

Run ii
{"formula": "C9H12NO", "method": "ωB97M-V/def2-TZVPD", "lumo_ev": [-5.46, -5.46], "total_charge": 1, "multiplicity": 1, "symbols": ["C", "C", "C", "C", "C", "C", "C", "C", "C", "N", "O", "H", "H", "H", "H", "H", "H", "H", "H", "H", "H", "H", "H"], "positions_angstrom": [[-0.324, -1.992, -1.478], [-0.925, -2.216, -2.704], [-1.086, -0.615, 0.507], [1.464, 1.134, 1.032], [-1.133, -1.072, -0.781], [0.525, 1.997, 1.429], [-0.020, -0.975, 1.459], [1.359, -0.349, 0.941], [-2.109, -1.439, -2.691], [0.835, 3.486, 1.300], [-2.232, -0.837, -1.516], [0.552, -2.223, -1.083], [-0.675, -2.640, -3.626], [-1.826, -0.029, 0.962], [2.360, 1.397, 0.590], [-0.328, -0.717, 2.379], [0.211, -2.035, 1.309], [1.590, -0.558, -0.036], [2.133, -0.651, 1.651], [-3.002, -1.492, -3.212], [0.401, 4.073, 2.068], [1.762, 3.791, 1.175], [0.469, 3.961, 0.325]], "mulliken_charge": [-0.248, -0.855, -0.021, -0.164, 0.413, -1.091, -0.886, -0.570, -0.119, -0.284, -0.334, 0.627, 0.431, 0.454, 0.396, 0.484, 0.338, 0.389, 0.419, 0.477, 0.400, 0.344, 0.399]}

---

In terms of stability, run ii leads; the second structure lies 0.0158 hartree higher.

---

Run i
{"formula": "C3H7N3", "method": "ωB97M-V/def2-TZVPD", "lumo_ev": 1.05, "total_charge": 0, "multiplicity": 1, "symbols": ["N", "C", "C", "C", "N", "N", "H", "H", "H", "H", "H", "H", "H"], "positions_angstrom": [[-1.871, 0.146, -0.296], [-1.560, -0.431, 0.931], [-0.251, -0.637, 1.178], [0.878, -0.376, 0.293], [0.607, 0.192, -0.824], [1.904, 0.542, -1.447], [-2.774, 0.390, -0.615], [-0.893, 0.307, -0.775], [-2.379, -0.839, 1.427], [-0.063, -0.832, 2.268], [1.871, -0.628, 0.617], [2.652, 0.698, -0.795], [1.879, 1.469, -1.962]], "mulliken_charge": [-0.381, -0.204, -0.601, 0.016, -0.145, -0.767, 0.127, 0.512, 0.400, 0.212, 0.350, 0.229, 0.252]}

---

Run ii
{"formula": "C3H7N3", "method": "ωB97M-V/def2-TZVPD", "lumo_ev": 0.89, "total_charge": 0, "multiplicity": 1, "symbols": ["H", "N", "N", "C", "C", "C", "N", "H", "H", "H", "H", "H", "H"], "positions_angstrom": [[0.367, 3.515, -0.756], [0.609, 2.597, -0.325], [-0.166, 1.721, -0.715], [-0.196, 0.100, -0.140], [-1.094, -0.777, -0.913], [0.783, 0.089, 0.704], [0.951, -1.395, 1.300], [-1.639, -0.155, -1.624], [-1.809, -1.279, -0.259], [-0.537, -1.530, -1.471], [1.357, 0.832, 1.226], [0.687, -1.545, 2.265], [0.687, -2.173, 0.709]], "mulliken_charge": [0.252, -0.625, 0.053, 0.279, -1.178, -0.013, -0.563, 0.342, 0.291, 0.308, 0.451, 0.185, 0.217]}

---

In terms of stability, run i leads; the second structure lies 0.0516 hartree higher.

---

Run i
{"formula": "C5H9N2S", "method": "ωB97M-V/def2-TZVPD", "lumo_ev": [-6.42, -6.43], "total_charge": 1, "multiplicity": 1, "symbols": ["C", "C", "C", "C", "C", "N", "N", "S", "H", "H", "H", "H", "H", "H", "H", "H", "H"], "positions_angstrom": [[-2.259, 0.268, 0.851], [-1.139, -1.354, -0.061], [-2.388, 0.423, -0.680], [1.797, -0.396, -0.049], [1.046, 0.820, 0.080], [-1.568, -0.916, 1.029], [-1.532, -0.527, -1.114], [-1.498, 1.763, 0.261], [-2.932, 0.440, 1.691], [-0.366, -2.149, 0.087], [-3.178, 0.808, -1.254], [2.919, -0.377, 0.033], [1.560, -0.867, -1.100], [1.139, 1.493, -0.756], [0.951, 1.369, 1.061], [1.602, -1.141, 0.706], [-1.421, -0.675, -2.063]], "mulliken_charge": [0.052, -0.351, -0.327, -1.005, -0.266, -0.385, -0.097, -0.061, 0.504, 0.444, 0.530, 0.384, 0.286, 0.386, 0.454, 0.310, 0.143]}

---

Run ii
{"formula": "C5H9N2S", "method": "ωB97M-V/def2-TZVPD", "lumo_ev": -3.14, "total_charge": 1, "multiplicity": 1, "symbols": ["C", "C", "N", "C", "C", "C", "S", "N", "H", "H", "H", "H", "H", "H", "H", "H", "H"], "positions_angstrom": [[2.123, 0.108, 1.380], [0.980, -0.060, 0.415], [0.985, -0.818, -0.702], [-0.247, -0.791, -1.372], [-1.030, -0.050, -0.596], [-2.742, 0.353, -0.593], [-3.336, -0.224, 1.018], [-0.250, 0.486, 0.478], [3.080, 0.542, 0.978], [1.621, 0.605, 2.213], [2.424, -0.894, 1.771], [1.862, -1.108, -1.092], [-0.384, -1.271, -2.336], [-2.682, 1.436, -0.545], [-3.305, -0.021, -1.521], [-3.823, -1.354, 0.418], [-0.511, 1.326, 1.089]], "mulliken_charge": [-1.018, 0.335, -0.030, -0.548, 0.299, -0.710, -0.164, -0.009, 0.332, 0.299, 0.330, 0.263, 0.408, 0.316, 0.383, 0.177, 0.336]}

---

Run iii
{"formula": "C5H9N2S", "method": "ωB97M-V/def2-TZVPD", "lumo_ev": -4.15, "total_charge": 1, "multiplicity": 1, "symbols": ["C", "C", "C", "C", "C", "N", "N", "S", "H", "H", "H", "H", "H", "H", "H", "H", "H"], "positions_angstrom": [[-1.045, -0.975, 0.055], [-1.851, 0.043, -0.342], [-0.398, 1.706, 0.521], [0.857, 0.325, 0.175], [1.328, -1.916, -0.038], [0.324, -0.841, 0.205], [-1.426, 1.383, -0.420], [2.425, 0.721, -0.123], [-1.505, -2.003, 0.084], [-2.902, -0.253, -0.702], [-0.511, 1.619, 1.522], [0.039, 2.588, 0.381], [2.155, -1.545, -0.700], [1.645, -2.188, 1.087], [0.742, -2.665, -0.492], [-2.150, 1.932, -0.791], [2.272, 2.069, -0.421]], "mulliken_charge": [-0.272, -0.218, -0.885, 0.480, -0.982, 0.083, -0.191, -0.229, 0.351, 0.295, 0.354, 0.666, 0.423, 0.323, 0.317, 0.277, 0.209]}

---

In terms of stability, run ii leads; the second structure lies 0.0935 hartree higher.

---

Run i
{"formula": "C3H12N2O2", "method": "ωB97M-V/def2-TZVPD", "lumo_ev": 0.57, "total_charge": 0, "multiplicity": 1, "symbols": ["N", "C", "C", "N", "C", "O", "H", "H", "H", "H", "H", "H", "H", "H", "H", "H", "O", "H", "H"], "positions_angstrom": [[1.558, 0.738, -0.985], [1.706, -0.378, -0.058], [0.376, -1.013, 0.469], [0.639, -1.830, 1.678], [-0.662, 0.068, 0.851], [-1.771, -0.470, 1.544], [0.737, 0.621, -1.559], [1.458, 1.658, -0.556], [2.327, -0.169, 0.808], [2.149, -1.192, -0.629], [-0.037, -1.680, -0.285], [1.569, -2.206, 1.531], [0.830, -1.222, 2.467], [-0.132, 0.740, 1.540], [-0.998, 0.591, -0.031], [-1.420, -1.053, 2.218], [-3.017, 1.946, -2.980], [-2.059, 1.969, -2.988], [-3.254, 2.882, -3.033]], "mulliken_charge": [-0.621, -0.842, 0.369, -0.822, -0.636, -0.527, 0.232, 0.288, 0.447, 0.320, 0.324, 0.276, 0.271, 0.311, 0.257, 0.353, -0.630, 0.307, 0.323]}

---

Run ii
{"formula": "C3H12N2O2", "method": "ωB97M-V/def2-TZVPD", "lumo_ev": 0.92, "total_charge": 0, "multiplicity": 1, "symbols": ["C", "C", "O", "H", "H", "H", "H", "N", "C", "N", "H", "H", "H", "H", "H", "H", "O", "H", "H"], "positions_angstrom": [[3.057, -0.062, 0.480], [1.668, 0.432, 0.225], [1.023, 1.109, 1.030], [3.080, -1.141, 0.340], [3.740, 0.393, -0.237], [3.371, 0.175, 1.494], [1.352, 0.344, -0.830], [-1.987, 1.105, 0.377], [-2.046, 0.442, -0.905], [-1.814, -0.987, -0.685], [-2.325, 2.056, 0.304], [-1.028, 1.144, 0.717], [-3.038, 0.637, -1.345], [-1.284, 0.780, -1.628], [-2.502, -1.332, -0.022], [-1.921, -1.505, -1.551], [0.559, -1.406, 0.660], [0.335, -0.896, 1.492], [-0.238, -1.289, 0.083]], "mulliken_charge": [-1.121, 0.540, -0.635, 0.292, 0.334, 0.290, 0.231, -0.627, -0.373, -0.637, 0.235, 0.276, 0.395, 0.246, 0.239, 0.209, -0.711, 0.334, 0.482]}

---

In terms of stability, run ii leads; the second structure lies 0.0079 hartree higher.

---

Run i
{"formula": "C3H12N2O2", "method": "ωB97M-V/def2-TZVPD", "lumo_ev": 0.79, "total_charge": 0, "multiplicity": 1, "symbols": ["C", "C", "N", "C", "N", "H", "H", "H", "H", "H", "H", "H", "H", "O", "H", "H", "O", "H", "H"], "positions_angstrom": [[1.325, -0.212, -1.645], [0.648, -0.153, -0.280], [0.465, 1.232, 0.127], [-0.050, 1.426, 1.261], [-0.497, 0.468, 2.154], [0.949, 0.622, -2.259], [2.398, -0.007, -1.528], [1.126, -1.144, -2.154], [-0.327, -0.645, -0.301], [1.334, -0.634, 0.433], [-0.209, 2.426, 1.642], [-0.232, -0.496, 2.054], [-0.746, 0.764, 3.082], [-5.566, -2.109, -1.620], [-5.958, -2.636, -2.337], [-5.117, -1.398, -2.104], [3.550, 0.496, 1.354], [2.854, 1.145, 1.505], [4.052, 0.855, 0.615]], "mulliken_charge": [-1.196, -0.284, -0.517, -0.016, -0.390, 0.325, 0.207, 0.336, 0.429, 0.338, 0.368, 0.206, 0.225, -0.643, 0.322, 0.321, -0.661, 0.314, 0.315]}

---

Run ii
{"formula": "C3H12N2O2", "method": "ωB97M-V/def2-TZVPD", "lumo_ev": 0.58, "total_charge": 0, "multiplicity": 1, "symbols": ["N", "C", "N", "C", "C", "O", "H", "H", "H", "H", "H", "H", "H", "H", "H", "H", "O", "H", "H"], "positions_angstrom": [[1.850, 1.847, 0.485], [0.940, 0.985, 1.291], [1.283, -0.513, 1.126], [0.556, -1.152, 0.051], [-0.928, -0.868, 0.064], [-1.655, -0.731, 1.504], [2.395, 2.463, 1.055], [1.289, 2.542, -0.074], [-0.097, 1.164, 0.995], [1.010, 1.357, 2.291], [2.281, -0.434, 0.827], [0.872, -2.258, 0.147], [0.957, -0.877, -0.885], [-1.270, -1.752, -0.478], [-1.168, 0.005, -0.492], [-1.265, -1.405, 2.042], [-2.522, -0.342, -3.584], [-2.104, 0.572, -3.694], [-2.421, -0.603, -2.670]], "mulliken_charge": [-0.668, -0.295, -0.432, -0.566, -0.535, -0.528, 0.244, 0.230, 0.257, 0.375, 0.270, 0.312, 0.365, 0.290, 0.348, 0.318, -0.656, 0.327, 0.344]}

---

In terms of stability, run i leads; the second structure lies 0.0611 hartree higher.